{"formula": "C4H8NO3", "method": "ωB97M-V/def2-TZVPD", "elements": ["H", "N", "H", "C", "H", "C", "C", "O", "H", "C", "H", "H", "O", "H", "O", "H"], "positions_angstrom": [[0.41352, 1.39635, 2.35950], [0.39635, -1.32451, 1.22003], [0.01496, 1.88297, 0.73553], [-0.22608, -0.19357, 1.16299], [-0.09129, -2.21055, 1.18792], [-1.51008, 0.59121, -1.30156], [-0.28696, 0.07878, -1.40324], [-0.16281, -1.29725, -1.42076], [-0.27848, -1.69161, -2.30015], [0.48039, 1.08702, 1.31286], [1.35999, 0.40064, -2.36226], [1.41196, -1.35028, 1.22524], [0.80078, 0.83371, -1.70171], [-1.30851, -0.20342, 1.20665], [-2.54506, 0.98192, -0.96403], [1.53131, 1.01862, 1.04296]], "atomic_forces_ev_per_a": [[-0.020, -0.085, 0.106], [-0.031, 0.221, 0.019], [-0.044, -0.087, -0.022], [0.154, 0.076, 0.254], [0.006, 0.073, -0.048], [-0.493, 0.132, 0.296], [0.564, -1.005, -0.730], [-0.070, -0.003, -0.015], [-0.049, 0.309, 0.044], [0.174, 0.349, 0.099], [-0.217, 0.049, -0.100], [-0.169, -0.043, -0.002], [0.105, 0.172, 0.370], [-0.048, -0.166, -0.095], [0.097, 0.048, -0.140], [0.042, -0.039, -0.037]], "e_tot_ha": -437.3685, "multiplicity": 1, "total_charge": 1, "e_above_lowest_kcal_mol": 50.59, "gap_ev": 8.5, "lumo_ev": -4.289}